Density functional theory data (ωB97M-V/def2-TZVPD) for a molecular structure, C14H34Cl2CsN3P2 in a non-equilibrium geometry.

Computed properties:
E_HOMO = -0.24878 Ha
Gap between HOMO and LUMO = 5.98 eV
Energy = -63704.7979 eV

Last column: Löwdin charge in e.
Element x y z (Å)
C -0.585 -5.208 2.704  -0.113
C -1.176 -4.349 1.579  -0.273
C -0.236 -3.249 1.137  -0.217
C -1.021 -2.130 0.433  -0.354
N -0.187 -1.393 -0.504  -0.254
P -0.328 0.408 -0.592  0.484
C -0.620 2.315 -0.505  -0.375
N -2.077 2.715 -0.490  -0.325
C -2.210 4.144 -0.762  -0.162
P -2.505 0.003 -1.154  0.660
N -3.467 0.045 0.162  -0.469
C 0.317 0.373 -2.403  -0.684
Cl 1.715 -0.703 -2.648  0.681
C -0.021 0.994 -3.519  -0.782
C 0.617 0.821 -4.848  -0.170
Cl -1.319 2.162 -3.556  0.708
C 1.447 0.691 0.129  -0.461
C 2.239 1.880 -0.457  -0.112
C 1.376 0.774 1.658  -0.256
C 2.697 1.073 2.358  -0.257
C 3.852 0.143 1.969  -0.096
H -0.955 -6.223 2.636  0.060
H -0.862 -4.842 3.682  0.063
H 0.495 -5.253 2.627  0.067
H -2.103 -3.920 1.939  0.104
H -1.406 -5.017 0.758  0.105
H 0.553 -3.639 0.505  0.114
H 0.160 -2.812 2.049  0.105
H -1.821 -2.644 -0.108  0.083
H -1.504 -1.552 1.223  0.082
H 0.759 -1.724 -0.381  0.024
H -0.830 0.409 0.780  -0.008
H -0.161 2.903 -1.293  0.046
H -0.236 2.739 0.437  0.072
H -2.409 2.523 0.469  -0.301
H -1.730 4.420 -1.687  0.062
H -1.830 4.749 0.072  0.071
H -3.267 4.391 -0.855  0.075
H -3.096 0.890 -2.061  -0.077
H -2.551 -1.254 -1.795  -0.018
H -3.887 -0.867 0.307  -0.070
H 0.243 1.570 -5.535  0.054
H 0.380 -0.161 -5.230  0.079
H 1.684 0.945 -4.775  0.057
H 2.083 -0.165 -0.036  0.049
H 2.098 2.754 0.174  0.069
H 3.301 1.676 -0.424  0.065
H 1.952 2.177 -1.460  0.057
H 1.066 -0.217 1.985  0.100
H 0.619 1.485 1.984  0.080
H 2.989 2.107 2.217  0.094
H 2.548 0.966 3.428  0.095
H 4.443 -0.159 2.822  0.063
H 4.493 0.606 1.231  0.063
H 3.457 -0.767 1.529  0.068
Cs -3.176 2.397 2.155  1.177



Density functional theory data (ωB97M-V/def2-TZVPD) for 2 unconnected molecules or ions with the total composition C14H35BNO2.

Computed properties:
E_HOMO = -0.17271 Ha
Charge = -1
Gap between HOMO and LUMO = 7.40 eV
Energy = -21346.3780 eV

Last column: Löwdin charge in e.
Element x y z (Å)
B 2.691 -2.630 -2.149  -0.462
C 3.458 -1.833 -0.898  -0.275
C 4.605 -0.888 -1.295  -0.273
C 4.204 0.565 -1.511  -0.222
C 3.454 0.804 -2.832  -0.199
C 1.929 0.765 -2.762  -0.221
C 1.289 1.713 -1.741  -0.208
C 0.968 1.116 -0.374  -0.201
C -0.373 0.381 -0.286  -0.176
C -0.607 -0.619 -1.386  -0.228
O -1.903 -1.198 -1.195  -0.204
C -2.369 -1.845 -2.350  -0.129
H 1.689 -2.019 -2.542  -0.029
H 3.492 -2.775 -3.079  -0.007
H 2.307 -3.748 -1.790  -0.020
H 3.873 -2.597 -0.235  0.057
H 2.734 -1.282 -0.284  0.050
H 5.036 -1.266 -2.225  0.083
H 5.412 -0.916 -0.553  0.087
H 3.621 0.910 -0.657  0.087
H 5.113 1.175 -1.520  0.093
H 3.758 1.768 -3.249  0.095
H 3.757 0.012 -3.517  0.105
H 1.557 1.041 -3.753  0.105
H 1.627 -0.269 -2.603  0.040
H 0.367 2.123 -2.163  0.102
H 1.956 2.571 -1.614  0.102
H 1.750 0.432 -0.048  0.079
H 0.936 1.927 0.357  0.104
H -0.374 -0.179 0.652  0.103
H -1.210 1.079 -0.216  0.110
H -0.561 -0.165 -2.380  0.116
H 0.149 -1.409 -1.352  0.106
H -1.642 -2.571 -2.725  0.092
H -3.284 -2.374 -2.095  0.078
H -2.576 -1.125 -3.150  0.082
C -4.938 1.133 3.731  -0.073
C -3.581 1.666 4.178  -0.439
C -2.466 1.481 3.140  -0.218
O -1.972 0.166 3.038  -0.190
C -2.699 -0.695 2.176  -0.106
N -3.241 1.081 5.478  0.033
H -4.973 0.045 3.772  0.064
H -5.722 1.508 4.389  0.071
H -5.167 1.443 2.710  0.078
H -3.685 2.746 4.326  0.131
H -1.612 2.091 3.447  0.122
H -2.789 1.841 2.154  0.119
H -3.111 -0.150 1.323  0.088
H -3.501 -1.215 2.709  0.074
H -2.005 -1.441 1.796  0.086
H -2.396 1.518 5.833  0.068
H -2.979 0.111 5.319  0.069



Density functional theory data (ωB97M-V/def2-TZVPD) for a molecular structure, C14H35IN4OPdSSi3 in a non-equilibrium geometry.

Computed properties:
E_HOMO (alpha / beta) = -0.54106 / -0.54129 Ha
Charge = +2
Gap between HOMO and LUMO (alpha / beta) = 5.60 / 5.60 eV
Energy = -69127.1624 eV

Last column: Löwdin charge in e.
Element x y z (Å)
Pd 0.046 0.103 -0.667  0.496
C -0.588 -0.031 3.072  -0.119
O 0.189 0.133 1.893  -0.399
Si 1.853 -0.044 1.905  0.421
C 2.655 1.356 2.927  -0.128
C 2.342 -1.651 2.798  -0.131
C 2.132 0.026 0.029  -0.325
Si 2.535 -1.586 -0.955  0.509
C 2.915 -1.465 -2.821  -0.161
C 1.108 -2.858 -0.713  -0.180
C 4.165 -2.203 -0.139  -0.129
Si 2.443 1.722 -0.803  0.488
C 1.076 2.913 -0.129  -0.175
C 4.173 2.290 -0.206  -0.118
C 2.486 1.847 -2.710  -0.179
H -0.385 0.780 3.776  0.103
H -0.372 -0.983 3.558  0.096
H -1.644 -0.027 2.801  0.066
H 2.344 1.263 3.964  0.048
H 2.391 2.352 2.591  0.030
H 3.735 1.260 2.916  0.043
H 1.970 -1.611 3.818  0.046
H 3.419 -1.747 2.865  0.043
H 1.937 -2.544 2.332  0.035
H 2.169 -0.934 -3.400  -0.001
H 2.978 -2.471 -3.230  0.053
H 3.873 -0.989 -2.999  0.041
H 0.324 -2.737 -1.463  -0.004
H 0.652 -2.810 0.273  -0.003
H 1.514 -3.858 -0.836  0.055
H 4.900 -1.415 -0.033  0.039
H 4.576 -2.968 -0.787  0.049
H 3.987 -2.642 0.833  0.018
H 0.632 2.561 0.802  0.004
H 0.289 3.087 -0.859  -0.020
H 1.536 3.876 0.066  0.053
H 4.201 2.465 0.861  0.021
H 4.418 3.221 -0.705  0.054
H 4.946 1.571 -0.448  0.042
H 1.650 1.366 -3.207  -0.040
H 3.401 1.428 -3.114  0.037
H 2.460 2.898 -2.992  0.054
C -4.841 2.756 0.031  0.018
C -4.450 1.340 0.072  -0.306
N -5.222 0.313 -0.077  0.151
N -4.446 -0.775 -0.040  0.066
C -3.152 -0.452 0.124  -0.705
S -1.836 -1.487 0.197  0.795
N -3.140 0.912 0.222  -0.092
N -1.986 1.654 0.415  0.068
H -5.923 2.824 0.009  0.105
H -4.450 3.221 -0.875  0.095
H -4.477 3.296 0.902  0.097
H -4.850 -1.698 -0.121  0.181
H -2.117 2.598 0.052  0.097
H -1.739 1.697 1.407  0.104
I -1.301 1.339 -2.882  1.050
C -0.699 -0.685 -2.683  -0.523
H 0.018 -0.946 -3.452  -0.007
H -1.569 -1.328 -2.673  -0.022



Density functional theory data (ωB97M-V/def2-TZVPD) for a molecular structure, C14H35N6Ru in a non-equilibrium geometry.

Computed properties:
<S²> = 0.7811
E_HOMO (alpha / beta) = -0.84543 / -0.84026 Ha
Relative energy (zero: lowest compared OMol25 entry of this formula, charge and spin) = 21.3 kcal per mole
Charge = +4
2S+1 = 2
Gap between HOMO and LUMO (alpha / beta) = 7.88 / 7.91 eV
Energy = -26566.3502 eV

Last column: Löwdin charge in e.
Element x y z (Å)
Ru 0.019 0.067 -0.220  1.356
C 3.342 -1.324 0.564  -0.125
C 2.042 -1.962 0.980  -0.168
N 0.926 -1.884 -0.003  -0.162
C 1.131 -2.543 -1.317  -0.130
C 1.514 -1.513 -2.332  -0.138
N 0.580 -0.353 -2.246  -0.096
C 1.196 0.841 -2.893  -0.156
C 0.312 2.080 -2.933  -0.122
C -0.671 2.254 -1.800  -0.205
N -0.195 2.239 -0.412  -0.142
C 0.970 3.057 -0.006  -0.122
C 2.227 2.262 -0.122  -0.149
N 2.030 0.862 0.364  -0.065
C 3.258 0.093 0.020  -0.154
H 3.877 -1.928 -0.171  0.142
H 3.967 -1.356 1.458  0.148
H 1.662 -1.523 1.907  0.125
H 2.247 -3.013 1.196  0.155
H 0.164 -2.384 0.447  0.107
H 0.195 -3.031 -1.592  0.144
H 1.897 -3.320 -1.266  0.159
H 1.472 -1.964 -3.327  0.167
H 2.525 -1.143 -2.202  0.116
H -0.286 -0.591 -2.734  0.162
H 1.476 0.604 -3.923  0.164
H 2.129 0.998 -2.370  0.082
H -0.313 2.081 -3.829  0.149
H 0.969 2.945 -3.045  0.147
H -1.431 1.447 -1.816  0.114
H -1.251 3.157 -2.016  0.157
H -0.992 2.533 0.146  0.130
H 0.800 3.368 1.025  0.147
H 1.045 3.969 -0.602  0.162
H 3.008 2.745 0.472  0.166
H 2.607 2.224 -1.136  0.118
H 1.906 0.879 1.378  0.152
H 4.124 0.647 0.392  0.159
H 3.351 0.134 -1.060  0.101
N -4.336 -0.735 2.655  0.089
C -3.124 -0.163 3.341  -0.064
C -2.152 0.418 2.316  -0.158
N -1.721 -0.589 1.292  -0.132
C -2.953 -1.128 0.623  -0.154
C -3.940 -1.744 1.611  -0.065
H -4.899 0.012 2.237  0.201
H -4.951 -1.177 3.349  0.210
H -2.668 -0.972 3.913  0.155
H -3.444 0.608 4.041  0.162
H -1.288 0.800 2.856  0.135
H -2.621 1.250 1.786  0.130
H -1.281 -1.358 1.796  0.111
H -2.685 -1.893 -0.106  0.132
H -3.424 -0.303 0.084  0.135
H -3.507 -2.595 2.136  0.154
H -4.835 -2.087 1.091  0.162